Run i
{"formula": "C4H13N2S", "method": "ωB97M-V with the def2-TZVPD basis set", "symbols": ["N", "C", "C", "C", "S", "C", "N", "H", "H", "H", "H", "H", "H", "H", "H", "H", "H", "H", "H", "H"], "coordinates": [[-1.39, 0.10, 1.41], [-0.09, 0.44, 0.76], [0.28, -0.88, -0.02], [1.79, -0.95, -0.44], [2.56, -2.53, -0.04], [-0.39, 1.55, -0.25], [-1.49, 1.21, -1.12], [-1.55, 0.58, 2.30], [-2.20, 0.34, 0.80], [-1.56, -0.90, 1.52], [0.70, 0.60, 1.48], [0.13, -1.69, 0.71], [-0.38, -0.97, -0.88], [1.71, -0.71, -1.50], [2.27, -0.19, 0.16], [2.92, -3.00, -1.21], [0.52, 1.85, -0.77], [-0.55, 2.43, 0.40], [-1.22, 0.71, -1.94], [-2.06, 2.01, -1.38]], "charge": 1, "e_homo_ha": -0.45164, "gap_ev": 8.955, "e_lumo_ev": -3.3, "molar_mass_g_mol": 121.229}

Run ii
{"formula": "C4H13N2S", "method": "ωB97M-V with the def2-TZVPD basis set", "symbols": ["C", "C", "C", "C", "N", "N", "S", "H", "H", "H", "H", "H", "H", "H", "H", "H", "H", "H", "H", "H"], "coordinates": [[-0.62, 0.25, 2.28], [1.40, -1.17, -0.23], [0.05, -0.58, -2.21], [-0.18, 1.17, 0.04], [-0.82, 0.39, 0.87], [0.80, -0.11, -1.06], [-1.00, 2.18, -1.12], [-1.64, 0.32, 2.90], [-0.04, -0.70, 2.40], [0.07, 1.03, 2.72], [0.82, -1.18, 0.68], [1.48, -2.08, -0.72], [2.35, -0.89, 0.19], [0.56, -0.67, -3.13], [-0.31, -1.55, -1.90], [-0.70, 0.21, -2.37], [0.65, 1.75, 0.64], [-1.72, 0.07, 0.65], [1.61, 0.50, -1.36], [0.15, 2.67, -1.59]], "charge": 1, "e_homo_ha": -0.51001, "gap_ev": 10.756, "e_lumo_ev": -3.1, "molar_mass_g_mol": 121.229}

Run iii
{"formula": "C4H13N2S", "method": "ωB97M-V with the def2-TZVPD basis set", "symbols": ["C", "C", "N", "H", "H", "H", "H", "H", "H", "C", "C", "S", "N", "H", "H", "H", "H", "H", "H", "H"], "coordinates": [[-0.16, -1.52, 1.54], [0.80, -0.98, 2.27], [-1.43, -0.83, 1.34], [-0.09, -2.40, 0.91], [1.85, -1.15, 2.04], [0.54, -0.31, 3.08], [-1.61, -0.22, 2.14], [-1.36, -0.19, 0.29], [-2.23, -1.45, 1.23], [-0.18, 1.27, -1.09], [1.12, 0.48, -1.26], [2.52, 1.64, -1.41], [-1.33, 0.33, -1.01], [-0.11, 1.87, -0.18], [-0.30, 2.02, -1.88], [1.34, -0.17, -0.42], [1.10, -0.10, -2.18], [3.07, 1.12, -2.55], [-2.17, 0.90, -1.07], [-1.36, -0.32, -1.79]], "charge": 1, "e_homo_ha": -0.45239, "gap_ev": 9.199, "e_lumo_ev": -3.1, "molar_mass_g_mol": 121.229}

Verdict on stability: run i comes out on top.